P) 15
Properties=species:S:1:pos:R:3 method="wB97M-V/def2-TZVPD" homo_lumo_gap_ev=9.133 total_charge=0 lumo_energy_ha=0.0296
C -0.95192 -1.33374 -0.62202
C -2.19588 -0.72986 -0.37963
C -1.17530 1.11494 0.76278
C 0.00565 -1.23489 0.23731
C -0.22024 1.43307 -0.01348
C 1.11445 -1.16307 0.93579
C 0.59798 1.85903 -0.90554
N -2.24935 0.35022 0.25484
H -0.86562 -1.86680 -1.58672
H -3.13466 -1.33208 -0.54647
H -1.33807 1.39194 1.84963
H 1.54444 -1.77508 1.72863
H 1.58953 -0.21697 0.70122
H 1.48214 1.39440 -0.95893
H 0.20140 2.68749 -1.49815


Q) 15
Properties=species:S:1:pos:R:3 method="wB97M-V/def2-TZVPD" homo_lumo_gap_ev="6.397 / 7.709" total_charge=0 lumo_energy_ha="-0.0348 / -0.0233"
C -1.15607 -0.12502 2.31362
C -0.17975 -1.09670 2.03252
C -1.19221 0.75559 1.36749
C 0.50854 -0.62795 0.86209
C 0.72285 0.38578 -1.82969
C -0.00321 1.03658 -0.84460
C 1.22967 -0.87302 -1.88567
N -0.18966 0.41148 0.38419
H -1.70667 -0.14832 3.23971
H 0.01843 -1.95299 2.75540
H -1.61168 1.77890 1.35155
H 1.25842 1.14378 -2.45086
H -0.30880 2.02611 -0.96487
H 2.01354 -1.00081 -2.52190
H 0.84181 -1.71735 -1.28888


Computed stability ranking, most favorable first: P), Q)


P) 30
Properties=species:S:1:pos:R:3 method="wB97M-V/def2-TZVPD" homo_lumo_gap_ev=9.741 total_charge=+1 lumo_energy_ha=-0.1024 smiles="CC(=O)[C@]1([NH+](C)C)CNCCN1"
C -1.03306 -2.47489 0.90201
C -1.36354 -1.30825 0.17648
O -2.45753 -1.13388 -0.31858
C -0.25735 -0.11150 0.02568
N -0.81610 1.32120 -0.24436
C -1.55633 1.44868 -1.51797
C -1.49204 1.79400 0.93329
C 0.74088 -0.69789 -1.35207
N 1.95838 -1.10915 -0.92983
C 2.69589 -0.05257 -0.32661
C 1.98002 0.50118 0.90228
N 0.66416 -0.13964 1.08287
H -2.05340 -2.87629 1.09733
H -0.42876 -2.30500 1.85461
H -0.30146 -3.00506 0.34618
H 0.03007 1.82905 -0.46498
H -1.44893 2.39377 -1.94923
H -1.26975 0.60982 -2.20664
H -2.65356 1.18734 -1.22528
H -2.31994 1.12810 1.04026
H -0.84571 1.83146 1.91228
H -1.98883 2.81168 0.75026
H 0.20887 -1.63603 -1.75634
H 0.75662 0.12268 -2.07469
H 1.85063 -2.03628 -0.45381
H 2.84921 0.72916 -1.03339
H 3.55890 -0.63699 -0.03388
H 2.58355 0.25961 1.96574
H 2.00693 1.61382 0.86716
H 0.40217 -0.05812 2.03122


Q) 30
Properties=species:S:1:pos:R:3 method="wB97M-V/def2-TZVPD" homo_lumo_gap_ev=8.535 total_charge=+1 lumo_energy_ha=-0.1642
C -1.46519 1.41147 -0.54581
C -2.83917 1.37725 -0.47957
C -0.82782 0.16973 -0.51518
C 1.56942 -1.90639 0.33727
C 2.86989 1.36135 -0.02099
C 1.53920 -1.18746 -0.98819
C 1.33187 1.13944 0.18065
C 0.74957 0.19762 -0.80880
N -1.20773 -1.03505 -0.65561
N -1.40645 -2.13149 -0.09708
N -3.62381 0.39252 -0.01211
O -1.09022 -0.06969 2.01868
H -0.86578 2.31575 -0.55101
H -3.28473 2.36442 -0.42436
H 0.50999 -1.89707 0.69315
H 1.91980 -2.87072 0.33274
H 2.19509 -1.21494 0.91417
H 2.94331 2.29445 0.58857
H 3.04441 1.63668 -1.08682
H 3.58549 0.50311 0.22935
H 0.88927 -1.75190 -1.68463
H 2.52823 -0.96066 -1.39995
H 0.80463 2.03053 0.44028
H 1.24274 0.70172 1.15352
H 0.75388 0.63057 -1.81555
H -1.66235 -2.78958 -0.87701
H -1.47722 -0.87318 2.13845
H -3.24762 -0.60113 0.17935
H -4.66258 0.47143 -0.02127
H -0.81610 0.29124 2.77776


Computed stability ranking, most favorable first: P), Q)


P) 32
Properties=species:S:1:pos:R:3 method="wB97M-V/def2-TZVPD" homo_lumo_gap_ev=8.045 total_charge=-1 lumo_energy_ha=0.1300
C -0.20451 1.20531 -2.23516
C 0.54514 2.56298 -1.63603
O 1.92609 2.55078 -1.87820
C 0.07313 0.20976 -1.15698
N -0.74128 -0.96940 -1.47947
C -0.89120 -2.00536 -0.35659
C 0.03267 -2.30515 0.75855
O -0.00188 -1.24549 1.60637
H 0.31718 1.24306 -3.26285
H -1.20947 1.53944 -2.40366
H 0.39373 2.68158 -0.50850
H 0.00793 3.38973 -2.13443
H 2.35145 2.19279 -1.09574
H 1.12032 -0.16447 -1.09912
H -0.35682 0.48094 -0.32767
H -0.30270 -1.33254 -2.34190
H -1.38652 -2.89073 -1.04292
H -1.92895 -1.63896 0.17802
H -0.40805 -3.22790 1.32700
H 1.06239 -2.41179 0.24145
H -1.02836 -0.86331 2.89850
H -1.69534 0.27056 3.73347
O -1.67595 -0.61655 3.56656
H 1.72489 0.88602 2.70197
H 1.25954 -0.42894 2.14837
O 2.05654 0.13327 2.37712
H 2.73309 0.96225 1.09597
H 3.48695 0.25483 0.07948
O 3.24372 1.07398 0.23955
H -3.36220 -1.01253 0.62541
H -3.46297 -0.30057 -0.77728
O -3.67854 -0.22356 0.15870


Q) 32
Properties=species:S:1:pos:R:3 method="wB97M-V/def2-TZVPD" homo_lumo_gap_ev=7.772 total_charge=-1 lumo_energy_ha=0.1197
C 0.15807 0.15516 -1.56386
N 0.91005 -0.91036 -0.94646
C 0.20410 -2.22689 -1.03119
O -0.97101 -2.29216 -0.40907
C 0.80818 1.58561 -1.35111
C 0.58998 2.17307 0.03655
C -0.92785 2.45813 0.23960
O -1.40207 3.50204 -0.58629
H -0.88000 0.24720 -1.29902
H 0.30252 0.08309 -2.64988
H 1.12456 -0.62735 0.00297
H 0.95979 -2.91004 -0.50905
H 0.22513 -2.53593 -2.09675
H 1.86543 1.51185 -1.58383
H 0.23073 2.16299 -2.08900
H 0.92024 1.46029 0.79392
H 1.20065 3.05429 0.27745
H -1.06113 2.83629 1.25832
H -1.60257 1.60457 0.14145
H -1.46200 3.30350 -1.51832
H 3.16013 -1.12579 -1.18966
H 3.21022 -0.67205 0.18779
O 3.67180 -0.51170 -0.63624
H -3.29120 -1.98148 -0.46716
H -2.40025 -1.10275 0.19422
O -3.36889 -1.30566 0.22234
H 0.42916 1.08266 2.99004
H 0.27419 -0.53134 2.97840
O 0.86131 0.23416 3.09229
H -0.88520 -2.01109 1.12843
H 0.23332 -2.57370 2.22552
O -0.53289 -2.02760 2.09133


Computed stability ranking, most favorable first: Q), P)


P) 18
Properties=species:S:1:pos:R:3 method="wB97M-V/def2-TZVPD" homo_lumo_gap_ev=9.961 total_charge=0 lumo_energy_ha=0.0236 smiles="C=C.NCO.N"
C 3.61422 0.77711 -0.26145
C 3.15786 -0.21960 -1.11230
H 3.10584 1.76219 -0.15866
H 4.74605 0.70992 -0.08596
H 2.20777 -0.05598 -1.61152
H 3.49600 -1.33578 -1.11728
N 0.02063 -0.65279 1.09661
C -1.07630 -1.02927 1.95018
O -2.33790 -0.44610 1.40798
H 0.63499 -1.23814 0.55944
H 0.16280 0.41379 1.00436
H -1.11410 -2.11302 2.00425
H -1.04965 -0.68520 2.94312
H -2.21778 -0.12945 0.55860
N -2.63132 1.32662 -2.64264
H -1.85420 0.78842 -2.92160
H -2.42776 1.59393 -1.64188
H -2.88655 1.97184 -3.43304


Q) 18
Properties=species:S:1:pos:R:3 method="wB97M-V/def2-TZVPD" homo_lumo_gap_ev=4.417 total_charge=0 lumo_energy_ha=-0.1198
N -0.98165 -0.68696 -2.13281
C 0.91483 -0.46745 -0.54809
C 0.27517 -1.45681 0.39501
C 0.69333 0.99953 -0.19710
N -0.69015 1.38962 0.12177
H -1.36139 -1.46126 -2.66711
H 1.91163 -0.68719 -0.92980
H 0.01048 -0.64556 -1.52226
H -0.10501 -2.31774 -0.15307
H 0.92345 -1.55154 1.27715
H -0.60816 -0.93875 0.75393
H 1.03016 1.58568 -1.05860
H 1.16961 1.24724 0.76757
H -0.83153 1.00798 1.08137
H -1.27911 0.91022 -0.55728
H -0.93683 0.15884 -2.69125
H -0.44710 0.27859 3.21259
O 0.09298 0.40256 2.41783


Computed stability ranking, most favorable first: P), Q)


P) 18
Properties=species:S:1:pos:R:3 method="wB97M-V/def2-TZVPD" homo_lumo_gap_ev=10.202 total_charge=0 lumo_energy_ha=0.0368 smiles=CCNCN.O
C -0.75015 -2.39783 -0.33360
C -0.98376 -0.97753 0.11371
N 0.13079 -0.02385 -0.12313
C 0.04173 0.72097 -1.39005
N 0.29543 2.15190 -1.25506
H -0.24304 -3.00733 0.41678
H -0.12958 -2.47631 -1.23035
H -1.65610 -2.92524 -0.64625
H -1.84517 -0.59482 -0.36847
H -1.17129 -0.90075 1.18647
H 1.02358 -0.49859 -0.10172
H -0.97022 0.63513 -1.76503
H 0.72955 0.38986 -2.16546
H -0.47576 2.69884 -0.90730
H 1.09891 2.34483 -0.67660
O 1.07533 0.48601 2.61315
H 1.62808 1.26319 2.50195
H 0.39978 0.57310 1.92346


Q) 18
Properties=species:S:1:pos:R:3 method="wB97M-V/def2-TZVPD" homo_lumo_gap_ev=9.885 total_charge=0 lumo_energy_ha=0.0346 smiles=CCNCN.O
C -1.23550 -1.65003 1.33222
C -1.10727 -0.21318 0.90774
N -0.21614 -0.05224 -0.23307
C -0.16227 1.28741 -0.77108
N 0.71107 1.47975 -1.88497
H -1.35263 -2.36500 0.51410
H -2.12484 -1.73517 1.95824
H -0.39079 -2.03208 1.91078
H -2.05697 0.25775 0.68137
H -0.74768 0.40719 1.69454
H -0.30268 -0.77242 -0.93540
H 0.18653 1.89424 0.06256
H -1.16752 1.60715 -1.05519
H 1.66502 1.18665 -1.71796
H 0.37385 1.06308 -2.74112
O 2.82289 -0.12355 -0.29669
H 3.19659 -0.31160 0.57371
H 1.90834 0.07206 0.00020


R) 18
Properties=species:S:1:pos:R:3 method="wB97M-V/def2-TZVPD" homo_lumo_gap_ev=10.416 total_charge=0 lumo_energy_ha=0.0319 smiles=NCCCN.O
N 1.29684 0.14125 2.27735
C 0.73537 -0.18403 0.96566
C -0.01686 1.00909 0.40009
C -0.68724 0.70001 -0.92651
N -1.33383 1.90214 -1.46001
H 1.98748 0.87763 2.18814
H 1.76580 -0.66122 2.67761
H 1.49527 -0.51561 0.24353
H 0.03641 -1.01345 1.10302
H 0.66260 1.85123 0.23888
H -0.76674 1.30617 1.13712
H 0.06102 0.38443 -1.65715
H -1.39307 -0.13224 -0.80347
H -2.08330 2.19428 -0.84367
H -1.74784 1.71502 -2.36560
O -0.04217 -3.03700 -1.10888
H -0.29521 -2.11361 -1.21053
H 0.41605 -3.05304 -0.25975


Computed stability ranking, most favorable first: R), Q), P)


P) 18
Properties=species:S:1:pos:R:3 method="wB97M-V/def2-TZVPD" homo_lumo_gap_ev=10.355 total_charge=0 lumo_energy_ha=0.0268 smiles="C=C.NCO.N"
C -2.27705 1.90336 -1.15392
C -2.70687 0.69092 -0.83685
H -2.97417 2.72360 -1.06254
H -1.23979 2.05554 -1.38972
H -3.71835 0.28541 -0.89639
H -2.04847 -0.12725 -0.57156
N 1.82762 -1.20169 -0.73949
C 1.81670 0.11270 -0.16322
O 0.61092 0.83856 -0.19173
H 1.25883 -1.85706 -0.20569
H 1.41413 -1.21040 -1.66547
H 2.19355 -0.02000 0.85848
H 2.56648 0.74524 -0.63487
H -0.07579 0.33390 0.26522
N 0.45933 -1.68975 2.44244
H -0.05071 -1.53366 3.30097
H 1.38346 -1.98790 2.72547
H 0.02321 -2.40871 1.88578


Q) 18
Properties=species:S:1:pos:R:3 method="wB97M-V/def2-TZVPD" homo_lumo_gap_ev=6.884 total_charge=0 lumo_energy_ha=0.0285
C 0.77736 -0.38565 0.88039
C 0.69385 1.97876 -0.59062
C 0.55724 -1.85675 0.69217
N 0.58207 0.53810 -0.80668
H 1.25256 0.19356 -1.48801
H 0.23383 0.08617 1.68677
H 1.82748 -0.10590 0.88174
H -0.13271 2.25118 0.06667
H 1.66095 2.23137 -0.14812
H 0.58935 2.53597 -1.52789
H -0.14915 -2.24032 1.42948
H 0.09830 -2.06688 -0.27942
H 1.50023 -2.40948 0.76394
N -1.73641 0.07069 0.36006
O -2.24960 -0.50870 -0.90106
H -2.96242 0.10374 -1.13396
H -1.99452 -0.67885 1.01004
H -0.54842 0.26299 -0.89548


Computed stability ranking, most favorable first: P), Q)


P) 22
Properties=species:S:1:pos:R:3 method="wB97M-V/def2-TZVPD" homo_lumo_gap_ev=10.142 total_charge=0 lumo_energy_ha=0.0413 smiles="N/C=C/N.NCCN"
N -1.04186 -0.23083 -1.40874
C -0.22616 0.72950 -2.09880
C 1.09434 0.75554 -2.05111
N 1.77171 1.72567 -2.88155
H -1.68917 -0.62878 -2.08499
H -1.61784 0.20263 -0.69022
H -0.78360 1.49633 -2.63295
H 1.67047 0.07684 -1.43075
H 2.39462 1.19760 -3.47863
H 2.37670 2.35452 -2.36820
N -1.68756 0.61642 1.51741
C -0.33284 0.10126 1.63755
C -0.32850 -1.42710 1.63787
N 1.06775 -1.88409 1.71524
H -1.66730 1.61425 1.43399
H -2.31573 0.36446 2.26517
H 0.21453 0.40278 2.54010
H 0.23904 0.43908 0.78089
H -0.94498 -1.75026 2.48633
H -0.74089 -1.76886 0.69221
H 1.48077 -1.49967 2.55796
H 1.06647 -2.88729 1.86119


Q) 22
Properties=species:S:1:pos:R:3 method="wB97M-V/def2-TZVPD" homo_lumo_gap_ev=9.288 total_charge=0 lumo_energy_ha=0.0348 smiles="N/C=C/N.NCCN"
N 2.53077 -2.42491 0.34680
C 2.25052 -1.02139 0.23248
C 2.35306 -0.45575 -0.96555
N 2.11524 0.86982 -1.40696
H 1.72536 -3.00179 0.54328
H 3.20496 -2.60557 1.10058
H 2.14014 -0.38312 1.18312
H 2.72112 -1.12847 -1.76634
H 1.18527 1.26226 -1.33916
H 2.59277 1.11392 -2.28046
N -3.91001 0.99679 -0.23385
C -2.72547 1.20985 0.62316
C -1.64375 0.22928 0.27242
N -0.48564 0.39004 1.16272
H -3.67292 0.87797 -1.21569
H -4.58758 1.74485 -0.17488
H -3.02018 1.09730 1.65064
H -2.30921 2.23024 0.53013
H -1.98671 -0.78087 0.33165
H -1.34512 0.34790 -0.74919
H 0.03649 -0.47342 1.30670
H 0.15684 1.10455 0.82359


Computed stability ranking, most favorable first: P), Q)


P) 22
Properties=species:S:1:pos:R:3 method="wB97M-V/def2-TZVPD" homo_lumo_gap_ev=8.962 total_charge=0 lumo_energy_ha=0.0328 smiles="[H]/N=C(/C)N(C)N.CN"
H 0.38863 -1.72757 -1.05539
N 0.91384 -0.88485 -1.27475
C 0.49715 0.14711 -0.61752
C 1.21183 1.44529 -0.93753
N -1.11048 0.34655 -0.33139
C -2.07690 -0.61316 -0.82847
N -1.56806 1.67002 -0.07992
H 2.28989 1.31394 -0.79809
H 1.02982 1.72058 -1.97732
H 0.87971 2.25050 -0.27978
H -3.11169 -0.41187 -0.52247
H -1.79620 -1.59240 -0.42602
H -2.05021 -0.67477 -1.92578
H -2.49215 1.66834 0.35446
H -1.67835 2.16739 -0.96800
C 1.51005 -1.49893 1.74724
N 0.86235 -0.21150 1.53177
H 2.56376 -1.45168 1.46408
H 1.02172 -2.25298 1.12782
H 1.40879 -1.81237 2.78758
H 1.49814 0.58327 1.54053
H -0.19164 -0.18093 1.46897


Q) 22
Properties=species:S:1:pos:R:3 method="wB97M-V/def2-TZVPD" homo_lumo_gap_ev=9.902 total_charge=0 lumo_energy_ha=0.0303 smiles="[H]/N=C(/N)NC.CCN"
H 0.51101 -1.55044 2.41979
N -0.30338 -1.73640 1.83476
C -0.02123 -1.56090 0.60604
N -0.91122 -1.85254 -0.37579
N 1.15946 -1.03491 0.07050
C 2.37508 -0.91639 0.85393
H -1.80144 -2.07372 0.05877
H -1.04199 -1.06240 -1.01428
H 1.34362 -1.47474 -0.82990
H 2.23900 -0.12029 1.59084
H 2.64157 -1.86000 1.33458
H 3.20088 -0.64717 0.18996
C -1.82140 1.95270 0.00292
C -0.44740 1.54003 -0.48128
N -0.56335 0.90355 -1.80076
H -1.76809 2.40123 0.99982
H -2.26626 2.70590 -0.65966
H -2.50045 1.09606 0.06944
H 0.20507 2.41977 -0.54082
H 0.19253 0.74718 0.18984
H 0.35037 0.50319 -2.02224
H -0.77236 1.62029 -2.49646


R) 22
Properties=species:S:1:pos:R:3 method="wB97M-V/def2-TZVPD" homo_lumo_gap_ev=9.611 total_charge=0 lumo_energy_ha=0.0317
C 1.43881 1.99253 -0.38944
N 2.04109 0.67823 -0.52420
C 2.55080 0.15044 0.49037
N 2.55151 0.69770 1.81794
H 0.53412 2.02255 -0.99079
H 2.14046 2.75901 -0.71166
H 1.16653 2.25776 0.63571
H 2.97609 -0.85124 0.41598
H 2.11787 0.01514 2.43598
H 3.49276 0.83872 2.16055
C -1.97354 -1.23579 1.00731
N -2.03960 -1.67794 -0.37389
C -1.25425 -0.88251 -1.31386
N -1.87723 0.30638 -1.82808
H -2.52757 -1.90639 1.66120
H -0.94060 -1.15593 1.38916
H -2.40362 -0.23461 1.08807
H -1.81737 -2.66263 -0.43757
H -1.09606 -1.57487 -2.14585
H -0.27099 -0.61987 -0.90454
H -2.70982 0.05846 -2.34174
H -2.09937 1.02485 -1.14064


Computed stability ranking, most favorable first: Q), R), P)